[1]
{"formula": "C47H37ClCrN4O4Sb", "method": "ωB97M-V/def2-TZVPD", "lumo_energy_ev": [1.31, 1.11], "spin_multiplicity": 5, "orbital_gap_ha": [0.217, 0.208], "e_homo_ha": [-0.16917, -0.16761], "charge": -1, "e_tot_ha": -4078.015790, "species": ["Cr", "C", "C", "C", "C", "C", "C", "C", "C", "C", "C", "C", "N", "C", "C", "C", "C", "C", "C", "C", "C", "C", "C", "C", "C", "C", "N", "C", "C", "C", "C", "C", "C", "C", "C", "C", "C", "C", "C", "N", "C", "C", "N", "C", "C", "C", "C", "C", "C", "H", "H", "H", "H", "H", "H", "H", "H", "H", "H", "H", "H", "H", "H", "H", "H", "H", "H", "H", "H", "H", "H", "H", "H", "H", "H", "H", "H", "O", "Cl", "O", "O", "O", "C", "Sb", "C", "C", "H", "H", "H", "H", "H", "H", "H", "H", "H"], "coordinates": [[-0.591, 0.557, -0.178], [-2.974, 3.308, 6.541], [-2.931, 4.187, 5.469], [-2.444, 3.695, 4.266], [-2.057, 2.365, 4.128], [-2.155, 1.494, 5.222], [-2.611, 1.969, 6.436], [-1.661, 1.864, 2.750], [-0.423, 2.264, 2.302], [0.479, 3.163, 3.041], [1.593, 3.303, 2.319], [1.397, 2.503, 1.085], [0.192, 1.881, 1.154], [2.214, 2.523, -0.038], [1.955, 1.773, -1.221], [2.728, 1.912, -2.437], [2.198, 1.044, -3.342], [1.116, 0.361, -2.688], [0.317, -0.617, -3.286], [0.686, -1.094, -4.657], [1.869, -1.805, -4.849], [2.314, -2.098, -6.121], [1.530, -1.773, -7.214], [0.337, -1.091, -7.051], [-0.081, -0.767, -5.770], [-0.805, -1.178, -2.673], [-1.400, -0.764, -1.511], [-2.517, -1.525, -1.342], [-3.479, -1.387, -0.332], [-4.642, -2.344, -0.281], [-4.550, -3.406, 0.605], [-5.517, -4.385, 0.610], [-6.639, -4.294, -0.213], [-6.771, -3.142, -1.020], [-5.767, -2.208, -1.070], [-3.397, -0.434, 0.676], [-4.416, -0.205, 1.679], [-3.896, 0.674, 2.558], [-2.560, 0.992, 2.124], [-2.306, 0.358, 0.957], [-2.642, -2.435, -2.455], [-1.601, -2.238, -3.297], [0.971, 0.869, -1.416], [3.429, 3.412, 0.014], [3.313, 4.777, -0.202], [4.426, 5.603, -0.133], [5.655, 5.081, 0.175], [5.792, 3.684, 0.354], [4.711, 2.833, 0.214], [-3.282, 3.662, 7.525], [-3.245, 5.222, 5.527], [-2.416, 4.336, 3.427], [-1.862, 0.438, 5.085], [-2.690, 1.318, 7.317], [0.267, 3.551, 4.029], [2.498, 3.842, 2.589], [3.588, 2.567, -2.561], [2.521, 0.849, -4.343], [2.496, -1.994, -4.000], [3.237, -2.643, -6.275], [1.883, -2.010, -8.185], [-0.270, -0.835, -7.903], [-0.963, -0.175, -5.585], [-3.670, -3.456, 1.245], [-5.380, -5.218, 1.261], [-7.391, -5.057, -0.134], [-7.630, -3.054, -1.620], [-5.845, -1.334, -1.711], [-5.389, -0.702, 1.704], [-4.366, 1.123, 3.446], [-3.435, -3.167, -2.541], [-1.387, -2.733, -4.226], [2.302, 5.143, -0.415], [4.297, 6.651, -0.305], [6.494, 5.742, 0.254], [6.745, 3.251, 0.530], [4.814, 1.783, 0.382], [-1.039, -2.189, 4.067], [-0.450, -2.644, 2.845], [0.829, -3.285, 3.117], [-1.363, -3.586, 2.190], [-0.203, -1.485, 1.940], [3.731, -1.374, 1.484], [3.103, -2.026, -0.440], [5.065, -2.076, -1.249], [3.119, -4.093, 0.012], [4.479, -2.079, 1.871], [2.815, -1.477, 2.093], [4.045, -0.335, 1.546], [5.644, -2.765, -0.682], [5.545, -1.097, -1.278], [5.018, -2.488, -2.263], [4.084, -4.400, 0.422], [2.916, -4.692, -0.865], [2.353, -4.272, 0.791]]}


[2]
{"formula": "C47H37ClN3O2P2V", "method": "ωB97M-V/def2-TZVPD", "lumo_energy_ev": [-3.36, -3.35], "spin_multiplicity": 2, "orbital_gap_ha": [0.233, 0.224], "e_homo_ha": [-0.35591, -0.34759], "charge": 1, "e_tot_ha": -4214.710778, "species": ["V", "O", "C", "O", "C", "C", "C", "N", "C", "C", "C", "C", "C", "C", "C", "N", "C", "C", "C", "C", "C", "N", "H", "H", "H", "H", "H", "H", "H", "H", "H", "H", "Cl", "C", "C", "C", "C", "C", "C", "P", "C", "C", "C", "C", "C", "C", "C", "C", "C", "C", "C", "C", "H", "H", "H", "H", "H", "H", "H", "H", "H", "H", "H", "H", "H", "H", "C", "P", "C", "C", "C", "C", "C", "C", "C", "C", "C", "C", "C", "C", "H", "H", "H", "H", "H", "H", "H", "H", "H", "H", "H", "H", "H"], "coordinates": [[1.225, 0.415, -0.124], [0.545, 3.467, 5.856], [1.302, 2.500, 5.702], [1.917, 1.743, 6.463], [1.414, 2.058, 4.181], [0.847, 2.835, 3.180], [0.878, 2.360, 1.876], [1.372, 1.138, 1.600], [2.095, 0.484, 2.532], [2.124, 0.914, 3.848], [2.971, -0.484, 1.897], [3.818, -1.361, 2.569], [4.756, -2.068, 1.847], [4.855, -1.846, 0.475], [3.967, -0.986, -0.130], [2.992, -0.341, 0.542], [0.700, 3.097, 0.632], [0.211, 4.394, 0.528], [0.312, 5.058, -0.678], [0.930, 4.417, -1.748], [1.362, 3.120, -1.587], [1.231, 2.440, -0.437], [0.425, 3.796, 3.447], [2.675, 0.403, 4.627], [3.724, -1.466, 3.641], [5.421, -2.762, 2.343], [5.610, -2.338, -0.122], [4.057, -0.782, -1.188], [-0.218, 4.866, 1.402], [-0.058, 6.069, -0.779], [1.040, 4.906, -2.705], [1.841, 2.590, -2.400], [1.648, -1.302, -1.916], [0.421, -1.570, -3.112], [0.594, -2.580, -4.044], [-0.346, -2.717, -5.049], [-1.407, -1.824, -5.137], [-1.561, -0.824, -4.194], [-0.666, -0.708, -3.127], [-0.782, 0.620, -1.852], [-2.478, 0.487, -1.169], [-2.762, 1.342, -0.103], [-4.029, 1.380, 0.457], [-5.026, 0.552, -0.038], [-4.740, -0.334, -1.066], [-3.471, -0.375, -1.626], [-1.013, 2.014, -3.043], [-0.129, 2.110, -4.122], [-0.279, 3.108, -5.069], [-1.312, 4.029, -4.950], [-2.171, 3.960, -3.865], [-2.021, 2.962, -2.910], [1.456, -3.233, -3.991], [-0.244, -3.511, -5.777], [-2.112, -1.905, -5.954], [-2.370, -0.112, -4.293], [-1.981, 1.986, 0.294], [-4.243, 2.044, 1.284], [-6.023, 0.585, 0.382], [-5.504, -1.007, -1.434], [-3.259, -1.103, -2.393], [0.672, 1.387, -4.230], [0.406, 3.167, -5.905], [-1.454, 4.789, -5.706], [-2.971, 4.681, -3.761], [-2.704, 2.925, -2.072], [-2.146, -1.792, 0.974], [-0.344, -1.413, 1.043], [-0.294, -1.356, 2.873], [-1.012, -0.280, 3.402], [-1.134, -0.104, 4.768], [-0.526, -1.005, 5.632], [0.168, -2.088, 5.118], [0.277, -2.275, 3.745], [0.315, -3.011, 0.453], [1.501, -3.549, 0.946], [2.014, -4.731, 0.432], [1.367, -5.372, -0.614], [0.220, -4.811, -1.156], [-0.305, -3.642, -0.628], [-2.301, -2.694, 1.566], [-2.508, -1.943, -0.038], [-2.705, -0.975, 1.422], [-1.461, 0.440, 2.723], [-1.672, 0.750, 5.160], [-0.591, -0.862, 6.702], [0.631, -2.802, 5.787], [0.797, -3.149, 3.376], [2.032, -3.034, 1.730], [2.917, -5.154, 0.853], [1.758, -6.303, -1.003], [-0.275, -5.285, -1.994], [-1.199, -3.219, -1.069]]}


[3]
{"formula": "C47H37N7O3S3Ti", "method": "ωB97M-V/def2-TZVPD", "lumo_energy_ev": [-0.29, -0.18], "spin_multiplicity": 1, "orbital_gap_ha": [0.192, 0.193], "e_homo_ha": [-0.20254, -0.19930], "charge": 0, "e_tot_ha": -4466.349613, "species": ["Ti", "N", "C", "N", "C", "N", "N", "C", "C", "C", "C", "C", "C", "N", "C", "C", "C", "C", "C", "C", "H", "H", "H", "H", "H", "H", "H", "H", "H", "H", "H", "O", "S", "O", "N", "C", "C", "C", "C", "C", "C", "C", "C", "N", "C", "C", "C", "C", "C", "C", "C", "H", "H", "H", "H", "H", "H", "H", "H", "H", "H", "H", "O", "S", "C", "C", "C", "C", "C", "C", "C", "C", "C", "C", "C", "C", "H", "H", "H", "H", "H", "H", "H", "H", "H", "H", "S", "C", "C", "C", "C", "C", "C", "H", "H", "H", "H", "H"], "coordinates": [[-0.032, 1.031, 0.383], [3.390, 1.243, -3.903], [2.220, 1.498, -3.264], [2.042, 1.560, -2.000], [3.152, 1.365, -1.166], [3.099, 1.505, 0.116], [1.848, 1.795, 0.631], [1.944, 2.588, 1.723], [0.756, 3.100, 2.234], [0.669, 4.086, 3.259], [-0.531, 4.638, 3.574], [-1.693, 4.225, 2.872], [-1.567, 3.242, 1.933], [-0.390, 2.655, 1.625], [4.454, 1.030, -1.786], [5.593, 0.752, -1.030], [6.794, 0.466, -1.650], [6.873, 0.453, -3.042], [5.756, 0.717, -3.809], [4.552, 1.000, -3.174], [3.417, 1.240, -4.909], [1.371, 1.659, -3.923], [2.920, 2.859, 2.104], [1.577, 4.385, 3.762], [-0.601, 5.390, 4.348], [-2.663, 4.650, 3.086], [-2.430, 2.854, 1.398], [5.504, 0.770, 0.046], [7.670, 0.253, -1.055], [7.814, 0.232, -3.527], [5.808, 0.700, -4.890], [-1.401, -1.891, 1.027], [-2.337, -1.288, 0.115], [-2.460, -1.860, -1.205], [-2.006, 0.310, 0.029], [-2.658, 0.981, -1.032], [-3.887, 0.675, -1.572], [-4.455, 1.449, -2.605], [-3.829, 2.555, -3.104], [-2.568, 2.920, -2.572], [-1.856, 4.074, -2.978], [-0.657, 4.394, -2.397], [-0.133, 3.526, -1.423], [-0.761, 2.424, -1.055], [-1.986, 2.126, -1.570], [-3.921, -1.382, 0.909], [-4.773, -2.424, 0.575], [-5.976, -2.556, 1.254], [-6.315, -1.652, 2.249], [-5.451, -0.617, 2.575], [-4.246, -0.477, 1.905], [-4.444, -0.177, -1.214], [-5.421, 1.153, -2.990], [-4.275, 3.161, -3.880], [-2.286, 4.709, -3.742], [-0.107, 5.283, -2.667], [0.818, 3.718, -0.942], [-4.495, -3.112, -0.210], [-6.650, -3.364, 1.002], [-7.253, -1.758, 2.777], [-5.705, 0.078, 3.363], [-3.553, 0.310, 2.171], [0.705, -0.688, -0.609], [1.485, -1.786, 0.117], [2.903, -1.994, -0.939], [2.808, -1.797, -2.307], [3.926, -2.025, -3.089], [5.120, -2.433, -2.509], [5.202, -2.615, -1.138], [4.086, -2.393, -0.341], [0.690, -3.324, -0.253], [0.817, -4.302, 0.716], [0.273, -5.555, 0.469], [-0.397, -5.793, -0.720], [-0.535, -4.785, -1.668], [0.016, -3.536, -1.442], [1.874, -1.463, -2.736], [3.870, -1.876, -4.160], [5.989, -2.603, -3.128], [6.135, -2.917, -0.684], [4.139, -2.515, 0.732], [1.307, -4.082, 1.655], [0.359, -6.334, 1.214], [-0.832, -6.766, -0.907], [-1.085, -4.970, -2.580], [-0.115, -2.730, -2.148], [0.598, 0.017, 2.704], [-0.856, -0.288, 3.663], [-1.528, 0.777, 4.265], [-2.632, 0.564, 5.077], [-3.084, -0.724, 5.318], [-2.412, -1.794, 4.741], [-1.313, -1.578, 3.929], [-1.160, 1.783, 4.114], [-3.128, 1.412, 5.533], [-3.944, -0.895, 5.952], [-2.748, -2.806, 4.924], [-0.801, -2.415, 3.479]]}